Entry from the OMol25 dataset: a structure of composition C7H10NO5V (ωB97M-V/def2-TZVPD).

```
24
Properties=species:S:1:pos:R:3:forces:R:3
H 4.997836 -3.636750 -1.548028 -0.0332 -0.0144 0.0022
C 1.945026 -2.783931 -0.423559 -0.0353 -0.0664 -0.0550
C -2.803467 -0.510653 -0.201390 -0.3183 0.1543 -0.1257
H 3.096628 -4.451405 -0.166568 -0.0308 -0.0144 -0.0072
C 4.267228 -2.899995 -1.219593 0.1040 0.0080 -0.0507
H -3.999243 -1.702646 -1.112976 -0.0035 0.0377 0.0086
O -1.835170 -1.310864 -0.061732 0.3247 -0.0389 0.2717
H 4.125404 -2.175446 -2.018873 -0.0045 -0.0044 0.0370
H -0.596196 2.814660 0.991762 0.0236 0.0619 0.1216
H -3.401046 1.106930 1.088022 0.0226 0.0072 -0.0204
C -2.640658 0.888784 0.330448 -0.1659 -0.0980 -0.1174
H -1.709121 2.336227 2.339770 0.0521 0.0761 -0.0060
C 2.951025 -3.669690 -0.923648 -0.0013 0.1280 0.0127
V -0.154922 -0.857948 0.799083 1.3281 0.6088 1.0059
C 0.269249 1.608601 2.525371 -0.1627 0.6414 0.1490
H 4.650426 -2.412553 -0.325707 -0.0152 -0.0059 -0.0121
H -2.696974 1.618818 -0.484366 0.0029 -0.0066 0.0369
O -1.317064 0.858643 0.920134 0.0231 -0.0378 -0.1858
C -0.908813 2.011075 1.666802 0.0802 -0.0486 0.1266
H 2.534457 -4.136490 -1.826067 0.0170 -0.0440 0.0282
O 0.925789 1.957468 3.373715 -0.0062 0.0474 0.0230
N 1.137206 -2.046053 -0.028996 -0.2476 0.2341 0.0659
O -3.895262 -0.786229 -0.766969 0.0775 -0.0069 0.0466
O 0.687700 0.081141 1.860418 -1.0314 -1.6187 -1.3555
```
Forces are in eV/Å.

The HOMO energy (alpha / beta) comes out at -22.17 / -22.19 eV. The value obtained for the orbital gap (alpha / beta) is 7.080 / 7.560 eV. The spin multiplicity is 2. Its total charge is +3. The calculation puts the electronic energy at -1646.4991 Ha. For the energy above the lowest of the compared OMol25 structures with the same formula, charge and spin, the calculation gives 0.0 kcal per mole. The value obtained for the strongest force on any atom is 2.3 eV/A. Its expectation value of S² is 0.77.